The following is a quantum chemistry calculation of 11 unconnected molecules or ions with the total composition C54H63N11O18 at a distorted geometry, from the Open Molecules 2025 dataset.

## Properties
Frontier orbital gap   7.98 eV
HOMO   -8.8 eV
SMILES   O=[N+]([O-])c1ccccc1.O=[N+]([O-])c1ccccc1.O=[N+]([O-])c1ccccc1.O=[N+]([O-])c1ccccc1.O=[N+]([O-])c1ccccc1.O=[N+]([O-])c1ccccc1.O=[N+]([O-])c1ccccc1.CNC(C)=O.CNC(C)=O.CNC(C)=O.CNC(C)=O
Strongest force on any atom   0.0851 hartree/bohr

```
! wB97M-V def2-TZVPD RIJCOSX def2/J DEFGRID3
* xyz 0 1
C -4.52 -12.10 26.88
C -3.65 -12.89 27.59
C -2.53 -12.33 28.22
C -2.20 -10.95 28.10
C -3.04 -10.26 27.18
C -4.20 -10.77 26.62
N -1.01 -10.36 28.84
O -0.83 -9.17 28.77
O -0.27 -11.08 29.46
H -5.40 -12.53 26.45
H -3.73 -13.96 27.65
H -1.91 -13.02 28.78
H -2.76 -9.23 27.00
H -4.81 -10.05 26.09
C -4.86 -6.72 19.60
C -4.11 -6.02 20.56
C -4.01 -6.48 21.84
C -4.70 -7.69 22.21
C -5.46 -8.38 21.23
C -5.53 -7.95 19.93
N -4.72 -8.13 23.58
O -4.36 -7.40 24.52
O -5.16 -9.23 23.74
H -4.91 -6.32 18.60
H -3.57 -5.17 20.17
H -3.30 -6.04 22.53
H -5.87 -9.30 21.62
H -6.10 -8.53 19.22
C 1.71 -5.94 29.73
C 0.31 -5.99 29.65
C -0.42 -4.82 29.42
C 0.23 -3.58 29.26
C 1.63 -3.58 29.40
C 2.35 -4.74 29.66
N -0.57 -2.35 28.89
O -1.79 -2.43 28.87
O 0.06 -1.34 28.59
H 2.28 -6.85 29.88
H -0.14 -6.96 29.73
H -1.48 -5.01 29.33
H 2.17 -2.65 29.28
H 3.39 -4.58 29.90
C 2.97 -9.66 26.56
C 4.15 -9.55 25.82
C 4.81 -8.31 25.71
C 4.32 -7.20 26.37
C 3.12 -7.32 27.09
C 2.37 -8.52 27.13
N 5.11 -5.95 26.36
O 4.79 -5.04 27.15
O 5.90 -5.79 25.42
H 2.50 -10.63 26.68
H 4.60 -10.41 25.35
H 5.74 -8.26 25.17
H 2.67 -6.40 27.43
H 1.42 -8.58 27.64
C -6.83 -10.01 29.13
C -5.86 -10.24 30.09
C -4.80 -9.36 30.14
C -4.69 -8.25 29.34
C -5.66 -8.02 28.40
C -6.75 -8.94 28.24
N -3.54 -7.27 29.47
O -3.25 -6.66 28.45
O -2.80 -7.39 30.41
H -7.65 -10.69 28.99
H -5.84 -11.19 30.62
H -4.00 -9.56 30.84
H -5.60 -7.19 27.71
H -7.48 -8.82 27.46
C 3.90 -6.99 21.38
C 2.80 -6.49 20.76
C 1.56 -6.94 21.16
C 1.42 -7.90 22.13
C 2.56 -8.49 22.71
C 3.86 -8.06 22.25
N 0.05 -8.23 22.62
O -0.91 -7.48 22.43
O -0.09 -9.30 23.22
H 4.87 -6.59 21.13
H 2.92 -5.71 20.02
H 0.67 -6.52 20.71
H 2.48 -9.28 23.44
H 4.81 -8.38 22.65
C -6.73 -3.98 21.76
C -7.79 -4.80 22.08
C -7.78 -5.39 23.39
C -6.85 -5.01 24.37
C -5.78 -4.21 24.00
C -5.77 -3.58 22.76
N -7.01 -5.66 25.69
O -7.79 -6.60 25.82
O -6.32 -5.18 26.56
H -6.73 -3.44 20.83
H -8.47 -5.05 21.28
H -8.58 -6.07 23.63
H -4.99 -3.80 24.61
H -5.02 -2.86 22.48
C 1.39 -1.41 24.90
C 2.31 -0.38 25.44
O 1.96 0.77 25.51
N 3.41 -0.69 26.05
C 4.24 -1.87 25.95
H 1.88 -2.37 24.74
H 0.91 -1.00 24.01
H 0.59 -1.56 25.62
H 3.88 0.07 26.51
H 4.21 -2.47 26.86
H 5.30 -1.64 25.87
H 4.01 -2.52 25.10
C -1.92 0.12 24.58
C -3.22 -0.69 24.36
O -3.26 -1.60 23.57
N -4.23 -0.31 25.13
C -5.50 -0.81 24.92
H -1.45 -0.25 25.49
H -2.11 1.18 24.77
H -1.21 0.05 23.75
H -4.18 0.31 25.92
H -5.68 -0.86 23.85
H -6.21 -0.06 25.29
H -5.64 -1.67 25.57
C -3.42 -1.21 20.28
C -2.38 -2.33 20.21
O -1.86 -2.72 19.16
N -2.17 -2.85 21.43
C -1.21 -3.91 21.71
H -3.31 -0.67 19.34
H -3.18 -0.48 21.06
H -4.38 -1.68 20.44
H -2.62 -2.33 22.16
H -1.43 -4.24 22.73
H -0.17 -3.61 21.67
H -1.25 -4.83 21.13
C -2.62 -4.25 26.07
C -1.23 -4.74 25.68
O -0.38 -4.02 25.28
N -1.08 -6.07 25.75
C 0.17 -6.65 25.39
H -2.70 -3.30 25.53
H -2.75 -4.05 27.13
H -3.45 -4.92 25.85
H -1.75 -6.61 26.29
H 0.82 -6.56 26.27
H 0.60 -6.19 24.50
H 0.07 -7.73 25.26
*
```